1.
Below is a molecular structure, C21H29CrIN5O2P2SSe4 in a non-equilibrium geometry, with properties calculated with the ωB97M-V functional and the def2-TZVPD basis.

Computed properties:
<S²> = 6.09
multiplicity = 5
orbital gap (alpha / beta) = 4.67 / 4.50 eV
charge = -1
E_LUMO (alpha / beta) = 0.068 / 0.068 hartree

Atoms and positions in Å:
1 Cr -0.08 1.13 -0.88
2 C -1.18 2.97 2.17
3 P -0.74 3.00 0.39
4 C 0.08 4.64 0.26
5 C -2.37 3.52 -0.34
6 C -3.27 2.32 -0.60
7 P -2.32 1.10 -1.60
8 C -3.37 -0.39 -1.44
9 C -2.70 1.56 -3.33
10 H -1.64 3.92 2.46
11 H -0.29 2.79 2.77
12 H -1.86 2.15 2.36
13 H -0.66 5.41 0.49
14 H 0.45 4.78 -0.75
15 H 0.91 4.73 0.96
16 H -2.13 4.03 -1.28
17 H -2.83 4.24 0.34
18 H -4.19 2.60 -1.11
19 H -3.53 1.83 0.34
20 H -4.40 -0.13 -1.65
21 H -3.28 -0.80 -0.43
22 H -3.04 -1.15 -2.15
23 H -3.77 1.49 -3.52
24 H -2.16 0.87 -3.98
25 H -2.35 2.57 -3.55
26 Se 3.35 0.64 -3.04
27 Se 2.79 0.47 -5.17
28 Se 0.80 4.39 -3.67
29 Se 0.42 2.47 -2.54
30 N 2.60 -5.40 3.26
31 C 1.75 -4.40 2.84
32 C 2.07 -3.06 3.04
33 C 1.18 -2.06 2.69
34 C -0.04 -2.40 2.13
35 C -0.38 -3.73 1.92
36 C 0.51 -4.72 2.28
37 S -1.13 -1.10 1.64
38 O -0.93 -0.01 2.57
39 O -2.47 -1.62 1.53
40 N -0.59 -0.55 0.21
41 C -0.46 -1.35 -0.87
42 N -0.71 -2.65 -0.91
43 C -0.57 -3.23 -2.11
44 C -0.18 -2.55 -3.24
45 C 0.10 -1.20 -3.11
46 N -0.03 -0.60 -1.93
47 H 3.57 -5.15 3.39
48 H 2.46 -6.32 2.86
49 H 3.03 -2.80 3.48
50 H 1.41 -1.02 2.85
51 H -1.34 -3.95 1.47
52 H 0.25 -5.77 2.13
53 H -0.79 -4.30 -2.13
54 H -0.09 -3.03 -4.21
55 H 0.45 -0.58 -3.93
56 I 3.87 2.83 3.19
57 C 3.30 1.44 1.72
58 C 3.97 0.23 1.60
59 C 3.50 -0.62 0.62
60 C 2.41 -0.27 -0.15
61 N 1.75 0.90 -0.02
62 C 2.24 1.74 0.90
63 H 4.82 -0.02 2.23
64 H 3.98 -1.58 0.44
65 H 2.06 -0.95 -0.90
66 H 1.76 2.71 0.97

=====

2.
Below is a molecular structure, C27H29AsCl2F6I2N2O2P2V in a non-equilibrium geometry, with properties calculated with the ωB97M-V functional and the def2-TZVPD basis.

Computed properties:
<S²> = 0.87
multiplicity = 2
orbital gap (alpha / beta) = 6.81 / 6.97 eV
charge = 0
E_LUMO (alpha / beta) = -0.031 / -0.029 hartree

Atoms and positions in Å:
1 V -0.69 -0.15 -0.30
2 C -3.70 2.15 1.05
3 P -1.92 1.76 0.90
4 C -1.26 3.43 0.56
5 C -1.54 1.43 2.66
6 C -1.33 2.42 3.61
7 C -1.10 2.08 4.94
8 C -1.10 0.75 5.33
9 C -1.31 -0.25 4.39
10 C -1.53 0.08 3.05
11 P -1.65 -1.17 1.71
12 C -1.16 -2.73 2.49
13 C -3.45 -1.45 1.52
14 H -3.84 2.78 1.93
15 H -4.31 1.25 1.15
16 H -4.03 2.68 0.15
17 H -1.79 4.17 1.15
18 H -1.43 3.63 -0.50
19 H -0.19 3.48 0.76
20 H -1.32 3.46 3.32
21 H -0.92 2.86 5.67
22 H -0.94 0.49 6.37
23 H -1.30 -1.28 4.71
24 H -0.16 -2.67 2.92
25 H -1.15 -3.50 1.72
26 H -1.89 -3.00 3.25
27 H -3.96 -1.40 2.48
28 H -3.59 -2.44 1.08
29 H -3.89 -0.74 0.82
30 I 0.37 3.14 -4.04
31 C 1.36 2.78 -2.26
32 C 2.53 3.49 -1.92
33 C 3.19 3.26 -0.74
34 I 4.91 4.36 -0.31
35 C 2.70 2.29 0.18
36 C 3.25 1.97 1.43
37 C 2.65 1.03 2.21
38 C 1.49 0.38 1.76
39 N 0.94 0.65 0.60
40 C 1.54 1.59 -0.19
41 C 0.86 1.82 -1.43
42 O -0.22 1.09 -1.65
43 H 2.91 4.24 -2.60
44 H 4.14 2.49 1.77
45 H 3.06 0.76 3.18
46 H 1.02 -0.38 2.37
47 F -2.54 -0.71 -1.32
48 As -3.55 0.22 -2.54
49 F -3.00 1.66 -1.76
50 F -4.80 0.11 -1.35
51 F -4.55 1.09 -3.61
52 F -4.00 -1.31 -3.17
53 F -2.21 0.28 -3.60
54 C 3.54 -1.45 -4.09
55 C 3.44 -0.35 -3.05
56 O 2.25 -0.47 -2.27
57 H 4.44 -1.32 -4.70
58 H 2.67 -1.43 -4.76
59 H 3.58 -2.43 -3.61
60 H 3.47 0.63 -3.53
61 H 4.26 -0.41 -2.34
62 H 1.50 -0.48 -2.88
63 Cl -0.73 -2.52 -3.41
64 C 0.37 -3.34 -2.37
65 C 0.97 -4.51 -2.80
66 C 1.89 -5.16 -2.00
67 C 2.23 -4.61 -0.77
68 C 1.63 -3.44 -0.36
69 Cl 2.14 -2.74 1.15
70 C 0.66 -2.77 -1.12
71 N 0.04 -1.60 -0.71
72 H 0.71 -4.90 -3.78
73 H 2.36 -6.07 -2.33
74 H 2.97 -5.08 -0.14

=====

3.
Below is 11 unconnected molecules or ions with the total composition C33H52O33 in a non-equilibrium geometry, with properties calculated with the ωB97M-V functional and the def2-TZVPD basis.

Computed properties:
structure (SMILES) = COC(=O)OC.COC(=O)OC.COC(=O)OC.COC(=O)OC.O=C1OCCO1.O=C1OCCO1.O=C1OCCO1.O=C1OCCO1.O=C1OCCO1.O=C1OCCO1.O=C1OCCO1
orbital gap = 10.69 eV
charge = 0
E_LUMO = 0.007 hartree

Atoms and positions in Å:
1 C 5.90 -1.45 -3.07
2 O 4.65 -0.82 -2.86
3 C 4.63 0.45 -2.77
4 O 5.59 1.14 -2.69
5 O 3.39 0.86 -2.72
6 C 3.21 2.20 -2.37
7 H 6.33 -1.72 -2.12
8 H 6.50 -0.79 -3.70
9 H 5.70 -2.35 -3.65
10 H 3.44 2.83 -3.23
11 H 3.83 2.62 -1.57
12 H 2.18 2.40 -2.10
13 C 5.64 1.07 6.11
14 O 5.01 1.00 4.84
15 C 3.77 1.58 4.68
16 O 3.32 2.42 5.42
17 O 3.30 1.31 3.44
18 C 1.93 1.63 3.09
19 H 5.13 0.42 6.80
20 H 5.71 2.11 6.43
21 H 6.67 0.76 5.98
22 H 1.75 1.25 2.09
23 H 1.93 2.71 2.89
24 H 1.22 1.32 3.85
25 C -5.10 1.24 -2.81
26 O -4.11 2.24 -2.88
27 C -2.87 1.89 -3.03
28 O -2.50 0.87 -3.47
29 O -2.14 2.94 -2.73
30 C -0.77 2.95 -3.01
31 H -5.01 0.80 -1.81
32 H -4.91 0.41 -3.50
33 H -6.07 1.65 -3.02
34 H -0.57 3.91 -3.47
35 H -0.62 2.21 -3.80
36 H -0.13 2.62 -2.21
37 C -8.96 -4.04 -1.13
38 O -8.06 -3.51 -0.19
39 C -6.91 -3.10 -0.69
40 O -6.63 -3.06 -1.81
41 O -6.14 -2.66 0.30
42 C -5.00 -1.85 -0.04
43 H -9.62 -4.71 -0.59
44 H -8.48 -4.58 -1.94
45 H -9.53 -3.20 -1.53
46 H -4.56 -1.54 0.91
47 H -5.26 -0.89 -0.50
48 H -4.25 -2.36 -0.64
49 O -4.12 1.88 0.80
50 C -3.59 2.85 0.50
51 O -4.13 3.75 -0.35
52 C -3.35 4.95 -0.41
53 C -2.20 4.62 0.62
54 O -2.35 3.22 0.91
55 H -3.01 5.02 -1.43
56 H -3.86 5.85 -0.08
57 H -2.33 5.13 1.57
58 H -1.25 4.91 0.18
59 O -0.27 -4.24 -3.94
60 C -0.54 -4.37 -2.84
61 O -1.76 -4.74 -2.38
62 C -1.79 -4.68 -0.97
63 C -0.28 -4.53 -0.58
64 O 0.26 -4.04 -1.79
65 H -2.38 -3.83 -0.64
66 H -2.32 -5.51 -0.51
67 H 0.20 -5.38 -0.12
68 H -0.17 -3.69 0.12
69 O 2.48 -1.42 0.68
70 C 3.45 -0.85 0.82
71 O 3.69 0.38 0.33
72 C 4.93 0.93 0.86
73 C 5.46 -0.27 1.69
74 O 4.44 -1.28 1.62
75 H 5.60 1.11 0.03
76 H 4.72 1.72 1.56
77 H 5.67 0.08 2.69
78 H 6.39 -0.58 1.21
79 O -0.28 2.89 5.23
80 C -0.97 1.96 5.18
81 O -2.30 1.98 4.93
82 C -2.81 0.63 4.81
83 C -1.56 -0.24 5.23
84 O -0.51 0.70 5.46
85 H -3.57 0.58 5.58
86 H -3.03 0.52 3.76
87 H -1.33 -0.91 4.42
88 H -1.72 -0.68 6.21
89 O 0.72 0.47 -4.37
90 C 1.34 0.97 -5.22
91 O 1.17 2.19 -5.74
92 C 1.73 2.25 -7.02
93 C 2.60 0.97 -7.08
94 O 2.19 0.23 -5.96
95 H 0.91 2.14 -7.73
96 H 2.34 3.12 -7.19
97 H 3.66 1.21 -7.04
98 H 2.44 0.39 -7.99
99 O 0.69 -3.87 6.42
100 C 1.11 -3.39 5.46
101 O 1.93 -4.09 4.61
102 C 2.27 -3.26 3.48
103 C 1.36 -2.02 3.61
104 O 0.74 -2.22 4.90
105 H 3.33 -3.00 3.49
106 H 2.02 -3.77 2.54
107 H 0.57 -1.90 2.88
108 H 1.95 -1.10 3.64
109 O -2.00 -1.70 1.04
110 C -1.40 -1.01 0.37
111 O -0.80 0.09 0.75
112 C -0.39 0.84 -0.43
113 C -0.39 -0.25 -1.50
114 O -1.25 -1.23 -0.93
115 H -1.26 1.49 -0.58
116 H 0.57 1.33 -0.35
117 H 0.63 -0.57 -1.75
118 H -0.82 0.13 -2.42

=====

4.
Below is a single C5H9OP molecule in a non-equilibrium geometry, with properties calculated with the ωB97M-V functional and the def2-TZVPD basis.

Computed properties:
structure (SMILES) = C=CP(C)(=O)C=C
orbital gap = 9.12 eV
charge = 0
E_LUMO = 0.009 hartree

Atoms and positions in Å:
1 C -2.06 1.85 -0.28
2 C -1.22 1.20 0.47
3 P -0.41 -0.36 -0.02
4 C 0.16 -1.12 1.58
5 O -1.16 -1.62 -1.04
6 C 1.25 0.06 -0.83
7 C 2.01 -0.78 -1.48
8 H -2.12 2.94 -0.21
9 H -2.26 1.47 -1.30
10 H -0.86 1.50 1.44
11 H 0.86 -1.99 1.38
12 H 0.65 -0.39 2.31
13 H -0.87 -1.47 2.00
14 H 1.38 1.08 -0.59
15 H 3.07 -0.64 -1.66
16 H 1.57 -1.74 -1.77

=====

5.
Below is a molecular structure, C6H8CoO6 in a non-equilibrium geometry, with properties calculated with the ωB97M-V functional and the def2-TZVPD basis.

Computed properties:
<S²> = 3.75
multiplicity = 4
orbital gap (alpha / beta) = 4.98 / 3.88 eV
charge = +2
E_LUMO (alpha / beta) = -0.424 / -0.464 hartree

Atoms and positions in Å:
1 O -3.64 1.61 0.21
2 C -2.71 0.80 0.13
3 O -1.59 1.33 -0.37
4 O -2.84 -0.44 0.36
5 C -1.85 -1.44 -0.04
6 C -0.50 -1.19 0.55
7 C 0.62 -1.26 -0.18
8 C 1.99 -1.01 0.39
9 Co -2.69 2.93 -0.86
10 H -1.83 -1.48 -1.14
11 H -2.28 -2.37 0.34
12 H -0.45 -1.04 1.63
13 H 0.57 -1.44 -1.26
14 H 2.50 -1.97 0.52
15 H 1.95 -0.50 1.36
16 O 2.84 -0.28 -0.50
17 C 2.79 1.03 -0.61
18 O 3.79 1.71 -0.74
19 H 2.21 2.50 0.29
20 O 1.79 1.59 0.08
21 H -0.67 0.92 -0.17

=====

6.
Below is a molecular structure, C24H22F5N6OPRuS in a non-equilibrium geometry, with properties calculated with the ωB97M-V functional and the def2-TZVPD basis.

Computed properties:
orbital gap (alpha / beta) = 5.29 / 5.64 eV
charge = +2
E_LUMO (alpha / beta) = -0.329 / -0.319 hartree

Atoms and positions in Å:
1 Ru 0.28 -0.68 0.12
2 O -0.99 -1.07 3.87
3 C -0.91 -0.96 2.68
4 N 0.30 -0.85 1.99
5 C 1.55 -0.92 2.73
6 C 2.68 -0.92 1.74
7 C 4.00 -1.08 2.12
8 C 4.99 -1.06 1.16
9 C 4.64 -0.89 -0.17
10 C 3.31 -0.75 -0.49
11 N 2.34 -0.77 0.44
12 C -2.09 -0.91 1.75
13 C -3.38 -1.03 2.22
14 C -4.43 -0.96 1.31
15 C -4.13 -0.78 -0.04
16 C -2.81 -0.67 -0.43
17 N -1.80 -0.74 0.45
18 H 1.58 -1.83 3.35
19 H 1.64 -0.08 3.42
20 H 4.24 -1.21 3.17
21 H 6.03 -1.18 1.45
22 H 5.39 -0.89 -0.95
23 H 2.99 -0.65 -1.52
24 H -3.54 -1.17 3.28
25 H -5.45 -1.04 1.64
26 H -4.91 -0.71 -0.78
27 H -2.54 -0.54 -1.47
28 C 0.12 4.10 -1.98
29 N 1.46 3.59 -1.66
30 C 1.91 4.18 -0.40
31 N 0.98 3.94 0.70
32 C -0.34 4.44 0.34
33 N -0.85 3.86 -0.91
34 C -1.18 2.45 -0.77
35 P 0.36 1.53 -0.34
36 C 1.51 2.14 -1.65
37 C 0.95 2.55 1.10
38 H -0.23 3.64 -2.90
39 H 0.20 5.17 -2.14
40 H 2.01 5.25 -0.54
41 H 2.90 3.78 -0.14
42 H -0.27 5.52 0.21
43 H -1.05 4.24 1.15
44 H -1.58 2.07 -1.71
45 H -1.93 2.30 0.01
46 H 1.20 1.74 -2.62
47 H 2.52 1.79 -1.44
48 H 1.95 2.21 1.39
49 H 0.27 2.40 1.94
50 F -3.23 -6.30 -1.59
51 C -2.47 -5.22 -1.65
52 C -1.68 -4.86 -0.57
53 F -1.68 -5.59 0.53
54 C -0.90 -3.71 -0.65
55 F -0.16 -3.37 0.41
56 C -0.87 -2.92 -1.79
57 S 0.20 -1.54 -1.94
58 C -1.68 -3.29 -2.86
59 F -1.70 -2.55 -3.95
60 C -2.48 -4.44 -2.80
61 F -3.24 -4.77 -3.82

=====

7.
Below is a molecular structure, C15H21AuBCl2NO4S, with properties calculated with the ωB97M-V functional and the def2-TZVPD basis.

Computed properties:
orbital gap = 7.63 eV
charge = 0
E_LUMO = -0.027 hartree

Atoms and positions in Å:
1 Au -1.76 -0.26 -0.07
2 N -1.87 -0.02 2.80
3 C -2.40 -1.27 3.32
4 C -1.72 -2.46 2.63
5 C -2.39 -2.91 1.35
6 O -3.04 -3.93 1.34
7 O -2.25 -2.19 0.25
8 H -0.92 0.13 3.13
9 H -2.41 0.80 3.05
10 H -3.48 -1.30 3.16
11 H -2.24 -1.37 4.40
12 H -1.73 -3.32 3.29
13 H -0.67 -2.19 2.44
14 Cl -1.72 -0.36 -3.20
15 C -2.06 1.33 -3.40
16 C -2.23 1.74 -4.71
17 C -2.50 3.07 -5.00
18 C -2.57 3.98 -3.96
19 C -2.38 3.56 -2.66
20 Cl -2.50 4.77 -1.42
21 C -2.12 2.22 -2.32
22 S -1.95 1.91 -0.59
23 H -2.17 1.01 -5.50
24 H -2.64 3.39 -6.02
25 H -2.78 5.03 -4.15
26 C 2.85 1.13 -0.41
27 C 2.33 0.24 0.71
28 C 3.05 0.54 2.01
29 O 0.92 0.59 0.88
30 B 0.23 -0.36 0.20
31 O 0.94 -1.42 -0.24
32 C 2.28 -1.28 0.33
33 C 3.28 -1.71 -0.71
34 C 2.33 -2.20 1.54
35 H 2.70 2.17 -0.13
36 H 2.31 0.94 -1.34
37 H 3.92 0.96 -0.58
38 H 3.08 1.62 2.17
39 H 4.08 0.18 1.96
40 H 2.56 0.07 2.86
41 H 3.15 -1.17 -1.65
42 H 3.16 -2.77 -0.92
43 H 4.30 -1.55 -0.35
44 H 1.60 -1.91 2.30
45 H 3.32 -2.20 1.99
46 H 2.09 -3.22 1.21

=====

8.
Below is a gas-phase ion, C4H9I2N2 (charge +1) in a non-equilibrium geometry, with properties calculated with the ωB97M-V functional and the def2-TZVPD basis.

Computed properties:
orbital gap = 6.79 eV
charge = +1
E_LUMO = -0.182 hartree

Atoms and positions in Å:
1 C -1.30 -1.57 -0.13
2 C 0.81 -1.66 1.26
3 C 0.78 2.23 -0.40
4 C -0.45 -1.04 0.71
5 N -2.27 -0.94 -0.71
6 N 2.09 2.09 0.00
7 I 0.19 1.30 -2.22
8 I -0.63 0.98 1.46
9 H -1.33 -2.71 -0.22
10 H 0.88 -2.69 0.93
11 H 0.76 -1.67 2.34
12 H 1.75 -1.11 0.98
13 H 0.13 3.10 -0.17
14 H -2.89 -1.34 -1.34
15 H 2.57 1.38 -0.40
16 H 2.36 2.33 0.92
17 H -2.13 0.07 -0.62

=====

9.
Below is a molecular structure, C26H24Cl4N3O4S4Tm in a non-equilibrium geometry, with properties calculated with the ωB97M-V functional and the def2-TZVPD basis.

Computed properties:
<S²> = 2.14
multiplicity = 3
orbital gap (alpha / beta) = 4.76 / 4.22 eV
charge = 0
E_LUMO (alpha / beta) = -0.055 / -0.058 hartree

Atoms and positions in Å:
1 Tm -0.35 0.25 -0.45
2 C -3.30 1.76 1.01
3 C -2.65 2.98 0.38
4 S -1.60 2.48 -1.01
5 C -0.44 3.87 -1.05
6 C 0.86 3.47 -1.74
7 S 1.57 1.94 -1.04
8 C 2.32 2.60 0.48
9 C 2.50 1.48 1.49
10 S 0.96 0.54 1.78
11 C 0.00 1.78 2.69
12 C -1.38 1.23 2.98
13 S -2.09 0.48 1.49
14 H -4.00 1.30 0.29
15 H -3.90 2.04 1.88
16 H -2.06 3.52 1.13
17 H -3.42 3.67 0.01
18 H -0.23 4.21 -0.03
19 H -0.90 4.71 -1.58
20 H 1.59 4.27 -1.69
21 H 0.66 3.28 -2.81
22 H 1.70 3.40 0.90
23 H 3.29 3.04 0.23
24 H 2.86 1.88 2.44
25 H 3.26 0.77 1.14
26 H -0.08 2.70 2.11
27 H 0.51 2.02 3.63
28 H -2.03 2.01 3.39
29 H -1.32 0.44 3.74
30 Cl -3.32 0.12 -6.79
31 C -2.98 -0.14 -5.08
32 C -3.86 -0.92 -4.30
33 Cl -5.30 -1.63 -5.03
34 C -3.60 -1.13 -2.93
35 Cl -4.68 -2.10 -1.93
36 C -2.45 -0.56 -2.36
37 O -2.17 -0.74 -1.06
38 C -1.58 0.21 -3.13
39 O -0.50 0.73 -2.54
40 C -1.84 0.43 -4.49
41 Cl -0.72 1.40 -5.44
42 O 3.99 -5.45 2.56
43 N 4.17 -4.38 1.96
44 O 5.29 -3.94 1.69
45 C 2.96 -3.62 1.56
46 C 1.73 -4.21 1.88
47 C 0.54 -3.58 1.55
48 C -0.69 -4.19 1.86
49 C -1.88 -3.56 1.54
50 C -1.80 -2.34 0.90
51 N -0.64 -1.74 0.59
52 C 0.54 -2.33 0.90
53 C 1.77 -1.72 0.58
54 N 1.73 -0.52 -0.05
55 C 2.87 0.11 -0.38
56 C 4.11 -0.39 -0.12
57 C 4.18 -1.62 0.53
58 C 3.01 -2.35 0.90
59 H 1.69 -5.18 2.38
60 H -0.73 -5.15 2.37
61 H -2.84 -4.01 1.77
62 H -2.70 -1.79 0.62
63 H 2.74 1.07 -0.88
64 H 5.01 0.15 -0.40
65 H 5.18 -1.99 0.72
66 H 0.43 -1.08 -1.73

=====

> charge of number 6 (C24H22F5N6OPRuS)?

+2

=====

> Look up the charge of the fourth one.

0